Record 1
Formula: C29H60CrF6N3O15S5
Source: OMol25
Level of theory: wB97M-V/def2-TZVPD

Calculated values
**LUMO (spin up / spin down)**: 0.013 / -0.022 Ha
**ΔE to the lowest compared entry with this formula, charge and spin**: 184.0 kJ/mol
**E_HOMO (spin up / spin down)**: -3.59 / -9.39 eV
**Orbital gap (spin up / spin down)**: 3.933 / 8.789 eV
**⟨S²⟩**: 15.7637
**Net charge**: 0
**Multiplicity**: 8

Atoms and positions in Å:
Cr  0.644  -0.191  -0.212
C  2.969  1.430  -3.373
F  3.790  1.409  -4.436
F  3.547  2.124  -2.420
F  1.816  2.018  -3.700
S  2.719  -0.434  -2.826
O  1.471  -0.742  -3.463
O  3.874  -1.206  -3.249
N  2.446  -0.284  -1.096
S  3.960  -0.307  -0.459
O  5.006  0.353  -1.223
O  3.839  0.192  0.881
C  4.469  -2.167  -0.361
F  3.449  -3.037  -0.536
F  5.482  -2.385  -1.169
F  4.935  -2.406  0.880
C  -4.000  -0.761  1.927
C  -3.672  -0.272  0.482
C  -4.981  0.266  -0.201
C  -5.418  1.587  0.415
C  -4.268  2.579  0.338
C  -2.934  2.135  0.942
N  -2.633  0.780  0.411
O  -1.370  0.307  0.712
C  -3.054  2.237  2.453
C  -1.908  3.172  0.520
C  -3.260  -1.535  -0.326
H  -3.058  -1.012  2.418
H  -4.522  -1.721  1.938
H  -4.650  -0.136  2.534
H  -5.753  -0.500  -0.140
H  -4.750  0.432  -1.255
H  -5.653  1.499  1.481
H  -6.356  2.028  0.074
H  -4.578  3.542  0.742
H  -4.094  2.686  -0.738
H  -2.100  1.926  2.885
H  -3.868  1.674  2.904
H  -3.208  3.265  2.781
H  -2.179  4.162  0.886
H  -1.541  3.236  -0.506
H  -0.958  2.960  1.019
H  -2.491  -2.080  0.224
H  -2.845  -1.238  -1.289
H  -4.084  -2.232  -0.478
C  1.595  -4.150  1.748
C  0.808  -3.314  2.766
C  1.156  -3.866  4.138
C  0.659  -3.051  5.305
C  1.231  -1.651  5.244
C  0.948  -0.930  3.865
N  1.219  -1.880  2.752
O  1.281  -1.257  1.562
C  1.944  0.232  3.998
C  -0.470  -0.400  3.887
C  -0.734  -3.513  2.489
H  1.421  -3.868  0.710
H  1.391  -5.212  1.898
H  2.678  -4.103  1.871
H  2.229  -3.992  4.316
H  0.874  -4.910  4.298
H  0.954  -3.521  6.245
H  -0.434  -3.051  5.327
H  2.311  -1.712  5.391
H  0.840  -1.109  6.106
H  1.804  1.029  3.263
H  2.979  -0.100  3.923
H  1.857  0.800  4.926
H  -0.609  0.234  4.762
H  -1.241  -1.165  3.982
H  -0.616  0.117  2.936
H  -0.932  -3.005  1.542
H  -1.394  -3.144  3.272
H  -1.031  -4.552  2.338
O  -0.377  0.546  -2.025
S  -1.351  1.121  -2.931
O  -2.740  0.727  -2.824
O  -1.072  2.739  -3.071
C  -2.242  3.520  -3.432
C  -1.948  4.954  -3.132
C  -0.910  0.770  -4.695
H  -3.173  3.080  -3.071
H  -2.366  3.268  -4.491
H  -1.022  5.334  -3.565
H  -1.989  5.227  -2.078
H  -2.674  5.575  -3.662
H  -0.124  1.424  -5.063
H  -1.767  0.860  -5.364
H  -0.604  -0.268  -4.813
O  0.211  -2.062  -1.044
S  -0.295  -2.984  -2.051
O  -1.251  -2.559  -3.075
O  1.084  -3.601  -2.723
C  0.969  -4.257  -3.990
C  2.181  -3.863  -4.802
C  -0.980  -4.501  -1.240
H  0.009  -4.066  -4.474
H  0.918  -5.342  -3.852
H  2.141  -4.395  -5.753
H  3.065  -4.190  -4.254
H  2.222  -2.781  -4.906
H  -1.146  -5.120  -2.122
H  -1.929  -4.340  -0.735
H  -0.226  -4.952  -0.599
O  1.144  1.830  0.317
S  1.733  3.117  0.676
O  1.723  3.623  2.054
O  3.269  3.086  0.133
C  4.130  4.184  0.422
C  4.895  4.599  -0.832
C  1.095  4.428  -0.516
H  4.835  3.910  1.205
H  3.567  5.090  0.658
H  4.245  4.776  -1.689
H  5.637  3.814  -0.975
H  5.392  5.557  -0.671
H  1.924  5.024  -0.883
H  0.261  4.904  -0.001
H  0.587  3.882  -1.312


Record 2
Formula: C29H60N3O5
Source: OMol25
Level of theory: wB97M-V/def2-TZVPD

Calculated values
**LUMO**: 0.084 Ha
**ΔE to the lowest compared entry with this formula, charge and spin**: 192.6 kJ/mol
**E_HOMO**: -4.29 eV
**Orbital gap**: 6.586 eV
**Net charge**: -1

Atoms and positions in Å:
C  -0.332  -0.977  -0.392
C  -0.126  -0.391  -1.794
O  0.199  -1.174  -2.711
O  -0.390  0.785  -2.073
H  -1.287  -1.500  -0.338
H  -0.215  -0.281  0.438
H  0.409  -1.773  -0.314
C  0.410  -4.672  4.687
C  -0.625  -5.561  3.916
C  -1.656  -4.601  3.284
C  -1.341  -3.918  1.915
C  -0.867  -5.028  0.938
C  0.179  -6.016  1.381
N  -0.067  -6.358  2.804
O  0.821  -7.299  3.302
C  0.109  -7.270  0.485
C  1.529  -5.313  1.163
C  -1.453  -6.477  4.892
H  -0.024  -4.312  5.620
H  0.762  -3.921  3.980
H  1.330  -5.201  4.934
H  -2.495  -5.272  3.102
H  -1.953  -3.794  3.954
H  -0.478  -3.326  2.218
H  -2.282  -3.442  1.639
H  -0.571  -4.430  0.075
H  -1.743  -5.598  0.629
H  0.079  -6.898  -0.539
H  1.044  -7.829  0.513
H  -0.610  -8.021  0.813
H  1.645  -4.357  1.675
H  2.191  -5.975  1.720
H  1.552  -5.150  0.085
H  -1.758  -5.885  5.754
H  -0.782  -7.161  5.411
H  -2.193  -7.138  4.439
H  0.315  -8.058  3.003
C  -1.854  5.195  -2.069
C  -2.619  4.949  -0.755
C  -4.089  5.260  -0.983
C  -4.987  4.855  0.162
C  -4.831  3.343  0.402
C  -3.455  2.833  0.584
N  -2.541  3.500  -0.436
O  -1.210  3.047  -0.382
C  -3.052  3.218  2.105
C  -3.549  1.286  0.428
C  -2.040  5.894  0.199
H  -2.363  4.611  -2.836
H  -2.044  6.241  -2.308
H  -0.800  4.922  -2.014
H  -4.261  6.308  -1.229
H  -4.299  4.730  -1.912
H  -4.746  5.399  1.076
H  -6.043  4.970  -0.083
H  -5.235  2.798  -0.452
H  -5.445  2.933  1.204
H  -3.304  4.206  2.490
H  -1.963  3.213  2.140
H  -3.257  2.461  2.863
H  -3.968  0.972  -0.529
H  -4.082  0.919  1.305
H  -2.565  0.817  0.429
H  -2.205  5.518  1.209
H  -0.954  5.977  0.173
H  -2.528  6.869  0.169
H  -1.179  2.255  -0.924
C  5.357  0.978  -3.092
C  3.830  0.589  -2.771
C  3.666  0.231  -1.281
C  3.655  1.438  -0.274
C  2.642  2.505  -0.805
C  2.837  2.915  -2.322
N  2.950  1.754  -3.225
O  3.044  2.009  -4.624
C  1.595  3.762  -2.708
C  4.105  3.840  -2.456
C  3.627  -0.718  -3.629
H  5.667  1.065  -4.134
H  5.943  0.178  -2.640
H  5.690  1.846  -2.523
H  2.883  -0.502  -1.087
H  4.568  -0.315  -1.005
H  4.624  1.862  -0.012
H  3.258  1.183  0.709
H  2.693  3.389  -0.169
H  1.591  2.238  -0.691
H  1.920  4.290  -3.604
H  0.632  3.265  -2.588
H  1.549  4.528  -1.934
H  3.849  4.894  -2.349
H  4.808  3.642  -1.647
H  4.593  3.857  -3.431
H  2.620  -1.119  -3.516
H  4.317  -1.513  -3.347
H  3.782  -0.503  -4.687
H  3.850  2.503  -4.791


Record 3
Formula: C29H61BF4O13P3
Source: OMol25
Level of theory: wB97M-V/def2-TZVPD

Calculated values
**LUMO**: 0.068 Ha
**E_HOMO**: -4.56 eV
**Orbital gap**: 6.407 eV
**Net charge**: -1

Atoms and positions in Å:
C  5.350  -2.714  2.267
C  5.256  -1.205  1.997
P  4.824  -0.791  0.243
C  4.915  1.051  0.198
C  6.348  1.608  0.032
C  2.994  -1.161  -0.064
O  2.282  -0.132  -0.687
B  0.961  0.080  -0.073
C  -0.341  -0.571  -0.893
C  -1.552  -0.783  0.005
C  -2.831  -1.220  -0.765
C  -3.838  -1.804  0.238
O  -4.801  -0.820  0.608
C  -5.372  -1.058  1.871
C  0.488  1.618  0.294
C  1.586  2.657  0.196
O  1.318  3.890  0.950
C  1.307  3.689  2.274
C  0.221  4.408  3.052
O  2.123  3.014  2.879
O  1.058  -0.761  1.173
C  2.135  -1.638  1.185
C  1.732  -3.114  1.091
F  0.598  -3.252  0.363
F  2.676  -3.870  0.443
C  1.471  -3.820  2.455
F  0.174  -4.185  2.606
F  1.811  -3.062  3.525
H  5.572  -2.837  3.330
H  6.172  -3.103  1.668
H  4.421  -3.245  2.074
H  4.585  -0.686  2.692
H  6.250  -0.788  2.193
H  4.410  1.435  1.092
H  4.305  1.400  -0.635
H  6.420  2.518  0.634
H  7.102  0.879  0.323
H  6.477  1.946  -0.996
H  3.015  -1.931  -0.844
H  -0.587  0.082  -1.747
H  -0.062  -1.538  -1.338
H  -1.341  -1.565  0.736
H  -1.824  0.114  0.573
H  -2.592  -1.927  -1.557
H  -3.282  -0.294  -1.131
H  -4.344  -2.645  -0.261
H  -3.336  -2.184  1.132
H  -5.323  -2.106  2.178
H  -6.430  -0.781  1.805
H  -4.946  -0.415  2.650
H  0.021  1.585  1.285
H  -0.310  1.935  -0.388
H  2.546  2.282  0.544
H  1.711  2.909  -0.857
H  0.256  4.052  4.080
H  -0.773  4.187  2.666
H  0.422  5.480  3.100
H  2.629  -1.343  2.113
H  2.064  -4.739  2.491
O  -6.121  -6.527  -1.826
P  -6.988  -6.966  -0.704
O  -8.349  -7.549  -1.412
C  -8.259  -8.513  -2.454
C  -8.184  -9.929  -1.911
O  -7.544  -5.562  -0.110
C  -6.923  -4.320  -0.457
C  -7.615  -3.668  -1.637
O  -7.254  -7.647  0.767
C  -6.616  -8.867  1.159
C  -5.207  -9.026  0.625
H  -7.409  -8.303  -3.107
H  -9.165  -8.404  -3.054
H  -7.219  -10.109  -1.430
H  -8.290  -10.655  -2.719
H  -8.973  -10.104  -1.179
H  -5.861  -4.463  -0.649
H  -7.001  -3.666  0.413
H  -7.792  -4.383  -2.441
H  -7.024  -2.838  -2.025
H  -8.594  -3.287  -1.340
H  -7.245  -9.713  0.868
H  -6.588  -8.866  2.250
H  -5.182  -8.973  -0.470
H  -4.794  -9.988  0.927
H  -4.561  -8.233  1.006
O  3.810  9.350  -1.224
P  4.255  7.992  -1.630
O  5.885  8.101  -1.792
C  6.677  8.647  -0.744
C  7.058  7.596  0.284
O  3.814  7.933  -3.198
C  2.898  8.881  -3.737
C  3.626  10.053  -4.368
O  4.187  6.363  -1.586
C  4.088  5.649  -0.342
C  3.268  6.364  0.707
H  6.167  9.488  -0.268
H  7.582  9.038  -1.213
H  6.187  7.292  0.869
H  7.801  7.992  0.978
H  7.471  6.712  -0.203
H  2.196  9.218  -2.975
H  2.314  8.361  -4.498
H  4.412  10.432  -3.715
H  2.935  10.866  -4.595
H  4.113  9.743  -5.294
H  5.093  5.426  0.026
H  3.624  4.689  -0.566
H  3.668  7.365  0.921
H  3.265  5.792  1.634
H  2.239  6.485  0.368


Record 4
Formula: C29H61Cl2NO19
Source: OMol25
Level of theory: wB97M-V/def2-TZVPD

Calculated values
**LUMO**: 0.017 Ha
**E_HOMO**: -8.93 eV
**Orbital gap**: 9.396 eV
**Net charge**: 0

Atoms and positions in Å:
C  27.059  20.484  -1.124
C  25.724  19.969  -1.451
C  25.185  18.727  -0.763
O  26.339  17.929  -0.532
C  26.148  16.499  -0.659
N  24.791  21.049  -1.432
H  27.930  19.831  -1.189
H  27.103  21.102  -0.227
H  27.280  21.170  -1.942
H  25.628  19.827  -2.528
H  24.518  18.182  -1.431
H  24.840  19.074  0.211
H  26.588  16.088  0.250
H  26.716  16.058  -1.477
H  25.085  16.318  -0.821
H  23.879  20.643  -1.584
H  24.798  21.417  -0.491
C  24.461  20.642  -7.271
C  24.196  20.605  -8.763
O  25.374  20.706  -9.581
C  25.878  19.616  -10.258
O  25.534  18.445  -10.062
O  26.750  19.966  -11.141
C  27.592  19.012  -11.849
H  23.564  20.773  -6.665
H  25.229  21.401  -7.123
H  24.913  19.753  -6.830
H  23.782  21.604  -8.900
H  23.412  19.914  -9.073
H  28.552  19.007  -11.332
H  27.623  19.361  -12.881
H  27.187  18.000  -11.842
C  26.985  22.906  -2.800
C  28.098  21.871  -2.858
O  29.297  22.328  -3.510
C  30.160  23.160  -2.848
O  30.032  23.687  -1.697
O  31.160  23.396  -3.622
C  32.348  24.118  -3.073
H  26.416  22.916  -3.730
H  27.335  23.907  -2.548
H  26.307  22.709  -1.969
H  27.831  21.003  -3.459
H  28.439  21.565  -1.869
H  32.055  24.919  -2.394
H  33.113  24.463  -3.769
H  33.083  23.491  -2.569
C  28.579  17.215  3.143
C  29.259  16.401  1.919
O  28.840  17.043  0.698
C  29.249  16.540  -0.482
O  30.175  15.777  -0.680
O  28.507  17.164  -1.439
C  28.658  16.685  -2.720
H  29.013  18.179  3.408
H  28.715  16.524  3.975
H  27.505  17.304  2.976
H  29.014  15.342  1.836
H  30.342  16.467  2.016
H  27.943  17.260  -3.308
H  28.359  15.647  -2.867
H  29.656  16.942  -3.074
C  32.237  17.649  -9.686
C  31.340  16.715  -8.849
O  30.622  17.269  -7.745
C  30.345  16.677  -6.602
O  30.784  15.534  -6.342
O  29.714  17.565  -5.799
C  29.631  17.421  -4.406
H  33.075  18.012  -9.090
H  31.757  18.487  -10.192
H  32.745  17.030  -10.425
H  31.987  15.958  -8.404
H  30.611  16.224  -9.493
H  29.392  16.384  -4.172
H  28.819  18.067  -4.072
H  30.492  17.793  -3.850
C  28.156  17.897  -8.706
C  27.887  19.382  -8.480
O  29.187  20.067  -8.308
C  29.976  20.556  -9.238
O  29.738  20.617  -10.462
O  30.988  20.968  -8.590
C  32.219  21.221  -9.320
H  28.462  17.451  -7.760
H  28.906  17.586  -9.433
H  27.205  17.480  -9.037
H  27.343  19.594  -7.559
H  27.309  20.007  -9.161
H  32.918  20.385  -9.280
H  32.781  22.106  -9.021
H  32.149  21.390  -10.394
C  22.558  15.564  -11.175
C  22.836  16.565  -10.084
O  23.834  15.994  -9.249
C  24.430  16.866  -8.351
O  24.181  18.067  -8.136
O  25.386  16.099  -7.786
C  26.273  16.623  -6.741
H  22.008  14.706  -10.789
H  23.564  15.337  -11.528
H  21.934  15.919  -11.996
H  21.905  16.760  -9.552
H  23.226  17.527  -10.416
H  25.718  16.563  -5.805
H  26.337  17.696  -6.920
H  27.291  16.237  -6.797
C  26.990  19.387  -4.592
Cl  27.006  17.889  -3.744
Cl  26.337  19.233  -6.228
H  26.369  20.110  -4.062
H  28.044  19.654  -4.671


Max |F|
In order: 5.30; 3.82; 6.42; 14.66
Unit: eV/Å
Electronic energy
In order: -165122.9735; -45749.5000; -97097.6803; -96477.8512
Unit: eV